Entry 1:
Computed, not measured: C13H22O4Si2 as an isolated structure, with the ωB97M-V functional and the def2-TZVPD basis.

Positions of all 41 atoms, in Å:
C1 3.97283 -0.44865 0.40432
C2 3.76676 0.91360 1.05751
C3 2.37618 1.50614 0.74612
Si1 2.34404 2.67321 -0.69873
O1 0.87896 3.44966 -0.77441
Si2 -0.47358 2.67541 -1.37261
C4 -1.43668 1.92226 0.02503
C5 -2.73027 1.19755 -0.37576
C6 -2.50363 0.05623 -1.37529
C7 -1.46685 -0.91582 -0.85554
C8 -1.68727 -1.52355 0.38044
C9 -0.75954 -2.41098 0.91092
C10 0.41862 -2.67983 0.21204
C11 0.65133 -2.07511 -1.02053
C12 -0.29133 -1.20090 -1.55747
H1 3.20635 -1.14766 0.74251
H2 4.94688 -0.87272 0.66417
H3 3.91306 -0.39633 -0.68498
H4 3.85485 0.78676 2.14078
H5 4.57153 1.60559 0.78175
H6 1.67642 0.68242 0.56719
H7 1.99127 2.03975 1.62067
H8 3.37158 3.73461 -0.55602
H9 2.55532 1.92240 -1.95869
H10 -0.00827 1.64938 -2.33128
H11 -1.29888 3.66235 -2.11517
H12 -0.78880 1.25512 0.59879
H13 -1.68859 2.75963 0.68889
H14 -3.45769 1.92113 -0.75753
H15 -3.17229 0.76346 0.52504
H16 -3.45562 -0.46866 -1.49410
H17 -2.20035 0.43496 -2.35793
H18 -2.60211 -1.34407 0.95803
H19 -1.00241 -2.87327 1.86351
H20 1.14597 -3.37563 0.61851
H21 1.56702 -2.29900 -1.55851
H22 -0.10732 -0.74047 -2.52378
C13 -4.03000 -3.22020 2.21692
O2 -4.89402 -3.58008 1.33282
O3 -3.74995 -1.94361 2.36759
O4 -3.40355 -4.09508 2.94477

Summary:
Total charge: -2
Energy: -1388.53886 Ha
E_HOMO: 1.90 eV


Entry 2:
Computed, not measured: one molecule with the formula C13H22O6 in a non-equilibrium geometry, with the ωB97M-V functional and the def2-TZVPD basis.

Positions of all 41 atoms, in Å:
C1 -6.11139 -2.43210 -0.99425
C2 -4.83868 -1.61572 -1.20392
C3 -3.64245 -2.59521 -1.39875
C4 -2.43795 -1.78045 -1.72474
O1 -1.58009 -1.76271 -0.56243
C5 -1.38556 -0.53869 0.02772
O2 -1.78501 0.46660 -0.43580
O3 -0.79129 -0.61440 1.26783
C6 -0.25598 0.67535 1.76294
C7 0.22908 0.56944 3.27475
C8 0.92757 1.40346 0.92771
O4 1.35892 2.39022 1.38997
O5 1.46909 0.72440 -0.14417
C9 2.08783 1.47669 -1.19691
C10 3.68982 1.57804 -1.09460
C11 4.21708 2.44629 0.04367
C12 4.62989 1.40735 1.09655
C13 4.99492 0.24826 0.29477
O6 4.10630 0.23410 -0.79285
H1 -7.09869 -1.91370 -1.18851
H2 -6.09841 -3.44113 -1.43426
H3 -6.16616 -2.72420 0.06144
H4 -4.81533 -0.85935 -0.30794
H5 -5.01360 -0.96780 -2.12831
H6 -3.88506 -3.25424 -2.21359
H7 -3.55828 -3.19983 -0.55409
H8 -1.76966 -2.25785 -2.47073
H9 -2.71566 -0.83357 -2.13081
H10 -1.11269 1.44550 1.80773
H11 -0.16864 1.43301 3.72780
H12 1.33694 0.42057 3.43339
H13 -0.28964 -0.35327 3.60792
H14 1.58650 2.39237 -1.31972
H15 1.83752 0.91883 -2.03957
H16 4.03963 1.95131 -2.06590
H17 5.12528 3.06052 -0.15543
H18 3.46420 3.31010 0.39119
H19 5.57776 1.62153 1.69230
H20 3.77236 1.20297 1.86783
H21 4.98146 -0.60201 0.98092
H22 6.08808 0.36934 -0.09915

Summary:
Total charge: 0
Energy: -959.91569 Ha
Relative energy (zero: lowest compared OMol25 entry of this formula, charge and spin): 53.1 kcal/mol
E_HOMO: -9.71 eV
SMILES: CCCCOC(=O)O[C@@H](C)C(=O)OC[C@H]1CCCO1


Entry 3:
Computed, not measured: C13H23BN6PdSi as an isolated structure in a non-equilibrium geometry, with the ωB97M-V functional and the def2-TZVPD basis.

Positions of all 45 atoms, in Å:
H1 3.22439 -0.33640 -0.93839
N1 1.13507 -0.43282 -1.36806
B1 -1.16778 -0.96749 -2.21981
N2 0.37614 -1.19783 -2.22052
C1 1.20191 -1.99161 -2.94553
Pd1 0.01775 0.97217 0.29529
H2 0.79531 -2.64850 -3.68943
C2 2.51511 -1.75045 -2.53466
H3 3.42525 -2.17714 -2.89796
C3 2.42453 -0.77230 -1.53000
H4 -1.68573 -1.54382 -3.12514
C4 -0.90618 2.30391 1.47038
H5 -0.22868 2.56602 2.28907
H6 -1.77700 1.73025 1.81701
H7 -1.17210 3.19244 0.90117
N3 -1.33606 0.58543 -2.36767
N4 -1.77726 -1.31857 -0.82871
N5 -0.81771 1.48368 -1.43345
N6 -1.41769 -0.59046 0.29546
C5 -1.93814 1.28357 -3.34766
C6 -2.73100 -2.21835 -0.48666
H8 -2.43715 0.73287 -4.13993
H9 -3.20208 -2.80850 -1.26796
C7 -1.79568 2.64166 -3.06303
C8 -2.95836 -2.11199 0.88536
C9 -1.09095 2.73107 -1.86037
C10 -2.10676 -1.08324 1.34062
H10 -2.21239 3.43609 -3.65558
H11 -3.69952 -2.63166 1.47534
H12 -0.82538 3.60408 -1.27523
H13 -1.99015 -0.69495 2.34676
H14 1.58706 0.33162 0.28861
C11 1.77910 -1.56732 1.84420
Si1 1.40103 0.28037 1.98674
C12 0.37950 0.30329 3.61403
C13 2.97856 1.27272 2.20890
H15 0.88280 -2.15017 1.60265
H16 2.17331 -1.93018 2.80203
H17 2.53169 -1.76155 1.07216
H18 1.06054 0.07693 4.45142
H19 -0.11385 1.25708 3.83886
H20 -0.38564 -0.48684 3.62159
H21 3.50939 0.92588 3.10852
H22 3.62005 1.11721 1.32930
H23 2.75477 2.34379 2.31032

Summary:
Total charge: 0
Energy: -1279.85962 Ha
Relative energy (zero: lowest compared OMol25 entry of this formula, charge and spin): 4.6 kcal/mol
E_HOMO (alpha / beta): -6.67 / -8.75 eV
Spin multiplicity: 3


Entry 4:
Computed, not measured: C13H23Br4CaCl6F3KNO3S2V as an isolated structure in a non-equilibrium geometry, with the ωB97M-V functional and the def2-TZVPD basis.

Positions of all 58 atoms, in Å:
C1 -1.13389 2.42447 -0.52236
C2 -1.91486 1.60794 -1.66149
Cl1 -3.04196 2.47708 -2.80146
C3 -1.71798 0.12515 -1.73843
Cl2 -2.62108 -0.86920 -2.95891
C4 -0.79288 -0.72113 -0.76770
C5 -0.74843 -2.26232 -1.16945
C6 0.63531 -2.82331 -0.59463
N1 1.22065 -1.65148 0.14885
C7 2.58928 -1.71034 0.63495
F1 3.39327 -2.36398 -0.17766
F2 2.57159 -2.40663 1.80383
F3 3.09073 -0.51220 0.90814
C8 0.79716 -0.46764 -0.74979
S1 1.39300 -0.45180 -2.50262
H1 -1.34218 3.49925 -0.65967
H2 -1.37686 2.08838 0.49379
H3 0.00790 2.31699 -0.71976
H4 -1.19029 -0.53943 0.25988
H5 -1.47598 -2.92840 -0.69340
H6 -0.61007 -2.43618 -2.24294
H7 0.58223 -3.61359 0.17363
H8 1.34728 -3.23661 -1.32408
H9 0.65502 -1.48967 0.99601
H10 1.04050 0.44596 -0.17351
H11 2.71273 -1.07234 -2.44379
Br1 -3.21164 0.93946 -4.94237
Cl3 -2.43111 -3.10244 -3.70445
Ca1 0.18405 1.76486 -2.31145
C9 4.04758 -1.97129 4.69516
Cl4 5.68010 -1.79757 5.38705
Cl5 2.85831 -2.27896 5.94480
H12 3.78496 -1.05169 4.18194
H13 4.04590 -2.79936 3.98982
Br2 3.89030 -1.03115 -3.99146
K1 6.82933 -3.25802 3.48488
Cl6 -1.72447 -5.25390 -4.34990
Br3 -2.18820 5.12489 -3.76033
C10 -3.79044 6.22992 -3.84810
C11 -3.52161 7.54508 -4.52917
Br4 -2.57401 8.77526 -3.35371
H14 -4.15097 6.34294 -2.83004
H15 -4.50587 5.64184 -4.42076
H16 -4.45675 8.04655 -4.77218
H17 -2.92313 7.44339 -5.42906
C12 -2.20115 -0.59067 7.23490
S2 -0.72741 -0.63865 6.20619
O1 -1.13551 -0.27307 4.81948
C13 -0.53134 -2.43130 6.24661
H18 -2.52879 0.44429 7.31115
H19 -2.98940 -1.19050 6.77990
H20 -1.96225 -0.97004 8.22862
H21 -1.42712 -2.91458 5.85573
H22 -0.34699 -2.75543 7.27170
H23 0.32041 -2.69279 5.62528
O2 5.08117 -1.64756 -9.14321
V1 4.54002 -1.57967 -7.54196
O3 3.99583 -1.49884 -5.85250

Summary:
Total charge: +1
Energy: -17163.48545 Ha
E_HOMO: -6.97 eV


Entry 5:
Computed, not measured: a 2-piece molecular cluster, C13H23BrN4O2S overall in a non-equilibrium geometry, with the ωB97M-V functional and the def2-TZVPD basis.

Positions of all 44 atoms, in Å:
C1 2.53624 -1.14059 -3.76797
N1 2.89906 -0.06782 -2.83974
C2 2.87390 -0.10644 -1.50338
O1 3.23889 0.87305 -0.86072
C3 2.35933 -1.35732 -0.77188
C4 0.83591 -1.25739 -0.58589
C5 0.20181 -2.54646 -0.05272
S1 -1.57864 -2.42121 0.26249
C6 -1.58424 -1.36989 1.74182
N2 3.02674 -1.50030 0.52936
C7 3.41444 -2.65719 1.06213
C8 4.11087 -2.58557 2.40021
O2 3.23236 -3.73921 0.52028
H1 3.22234 -1.98233 -3.65459
H2 1.51586 -1.48256 -3.58594
H3 2.60100 -0.77673 -4.79458
H4 3.24266 0.79709 -3.22993
H5 2.58205 -2.23204 -1.38315
H6 0.62145 -0.43769 0.10032
H7 0.37069 -1.02393 -1.54407
H8 0.36783 -3.34024 -0.78183
H9 0.68812 -2.83717 0.87784
H10 -2.60813 -1.26884 2.10275
H11 -0.96998 -1.82132 2.52086
H12 -1.20257 -0.37869 1.49791
H13 3.25666 -0.64497 1.01374
H14 5.00282 -1.96840 2.31030
H15 3.43326 -2.15676 3.13597
H16 4.39183 -3.59324 2.70357
C9 -1.81209 1.60414 -1.06543
C10 -2.86423 2.09571 -0.12080
N3 -3.66274 1.30999 0.56408
N4 -4.45885 2.15526 1.28159
C11 -4.16553 3.49213 1.06392
C12 -4.84526 4.67293 1.69592
C13 -3.14245 3.49064 0.16659
Br1 -2.24008 5.00404 -0.58043
H17 -0.81930 1.83883 -0.67232
H18 -1.92637 2.08912 -2.03835
H19 -1.89467 0.52154 -1.19672
H20 -5.19740 1.83622 1.90989
H21 -4.40459 5.60905 1.34130
H22 -4.73945 4.63037 2.78356
H23 -5.90957 4.67422 1.44404

Summary:
Total charge: 0
Energy: -3850.89570 Ha
E_HOMO: -8.38 eV
SMILES: CNC(=O)[C@H](CCSC)NC(C)=O.Cc1n[nH]c(C)c1Br


Entry 6:
Computed, not measured: C13H23GdN4OS2 as an isolated structure in a non-equilibrium geometry, with the ωB97M-V functional and the def2-TZVPD basis.

Positions of all 44 atoms, in Å:
Gd1 -0.43087 0.27211 0.27363
N1 0.91918 1.85140 1.76318
C1 0.12820 3.07297 2.07326
C2 -0.39779 3.78770 0.83589
N2 -1.27464 2.85901 0.06441
H1 1.10799 1.29560 2.61588
H2 1.83680 2.16586 1.40678
H3 0.73920 3.75823 2.65151
H4 -0.74213 2.79985 2.69056
H5 0.41140 4.07132 0.15801
H6 -0.99425 4.67196 1.16164
H7 -1.28221 3.15028 -0.92946
H8 -2.21077 2.97156 0.37773
C3 -4.32068 0.16609 0.03386
C4 -3.57385 -1.10628 0.18364
N3 -2.33507 -1.13710 0.69684
C5 -1.79840 -2.45916 0.71476
C6 -2.70103 -3.39284 0.17507
S1 -4.20063 -2.63642 -0.31517
C7 -0.35769 -2.67223 0.97279
C8 0.36726 -3.86057 0.72317
S2 2.06086 -3.73580 1.04504
C9 1.77506 -2.05315 1.49490
N4 0.50896 -1.62133 1.36656
C10 2.94774 -1.19783 1.82896
H9 -4.20865 0.82429 0.92665
H10 -5.38154 -0.03604 -0.11841
H11 -3.90912 0.68420 -0.86749
H12 -2.41480 -4.40562 -0.04881
H13 -0.09067 -4.78915 0.40579
H14 3.70850 -1.78464 2.34596
H15 2.67549 -0.33078 2.48967
H16 3.35726 -0.88721 0.86995
C11 2.48249 0.95014 -2.23566
C12 1.78116 -0.38745 -2.26093
C13 1.32579 -0.77074 -3.64670
O1 0.54508 -0.18842 -1.45339
H17 3.38872 0.96097 -2.81662
H18 2.67109 1.18507 -1.20406
H19 1.72764 1.64222 -2.65130
H20 2.39309 -1.15000 -1.80611
H21 0.86217 0.12509 -4.06267
H22 0.68863 -1.63973 -3.64455
H23 2.21503 -1.02341 -4.28475

Summary:
Total charge: +2
Energy: -2365.00379 Ha
E_HOMO (alpha / beta): -14.61 / -14.61 eV
Spin multiplicity: 8